C6H5N2O5S | the ωB97M-V functional and the def2-TZVPD basis

```
19
Properties=species:S:1:pos:R:3
C 0.5566 -0.6233 -0.8555
C 0.3552 0.7648 -0.9362
C 0.2100 -1.3487 0.2423
C -0.2476 1.4094 0.1172
C -0.4228 -0.7204 1.2671
C -0.6880 0.6449 1.1683
N -1.3163 1.1903 2.2674
N -0.9057 2.2929 2.6312
O 0.1592 2.7960 2.4300
O -1.9474 3.4822 1.1179
O -1.7167 2.8304 3.5002
O -3.7236 4.2489 2.6188
O -1.4845 5.2057 2.6852
S -2.2757 4.0933 2.3883
H 1.0171 -1.1644 -1.5662
H 0.7417 1.4133 -1.6346
H 0.4450 -2.3344 0.3038
H -0.4575 2.3956 0.1648
H -0.6496 -1.3016 2.1024
```

**ΔE to the lowest compared entry with this formula, charge and spin**: 116.72 kJ/mol
**HOMO energy**: -5.26 eV
**Largest force on an atom**: 4.9 eV/A
**Total charge**: -1
**E**: -30352.902 eV

=====

C41H101CuN6O22 | the ωB97M-V functional and the def2-TZVPD basis

```
171
Properties=species:S:1:pos:R:3
Cu 21.4055 11.0650 10.0326
O 24.7906 9.1346 11.1490
C 23.7663 9.8447 10.6954
O 23.4345 10.0148 9.5147
O 23.0343 10.4006 11.4977
H 24.6296 9.3898 12.0604
O 23.7130 14.8209 9.4035
C 22.8256 13.8986 9.0534
O 22.0546 14.1813 8.0631
O 22.6436 12.9190 9.7829
H 24.2859 14.4538 10.0807
O 17.3083 12.5289 9.2935
C 18.5233 12.8880 8.9111
O 18.7058 13.7768 8.0472
O 19.4592 12.2539 9.3995
H 16.7305 12.9758 8.6707
C 25.5536 13.0157 7.4144
C 24.8585 11.8447 6.6281
O 25.2692 10.5940 7.1289
H 24.9435 13.8806 7.1538
H 26.6099 13.1735 7.1967
H 25.4308 12.9187 8.4931
H 25.1030 11.9320 5.5695
H 23.7808 11.8883 6.7852
H 24.6832 10.3501 7.8492
C 22.6162 5.6364 12.2692
C 21.1173 5.4435 12.0668
O 20.5456 6.6249 11.7335
H 22.7316 6.3868 13.0513
H 23.0789 5.8608 11.3081
H 23.0575 4.6674 12.5026
H 20.6736 4.8859 12.8917
H 21.0172 4.6830 11.2925
H 19.6079 6.4603 11.6105
C 23.6723 8.9761 14.4287
O 24.9188 9.0840 13.7735
C 26.0220 8.8994 14.5652
C 27.2958 9.4229 13.8647
N 27.3557 8.8467 12.5168
C 28.3052 9.4892 11.5453
C 28.0515 8.9690 10.1386
O 29.1773 9.3609 9.3398
C 28.9252 9.0626 7.9653
H 22.8115 9.3043 13.8462
H 23.7107 9.4079 15.4288
H 23.4909 7.9037 14.5004
H 26.0942 7.8145 14.6418
H 26.0322 9.3395 15.5623
H 28.1969 9.3299 14.4708
H 27.3348 10.5056 13.7453
H 26.4684 8.7012 12.0567
H 29.3438 9.2358 11.7581
H 28.1049 10.5592 11.4892
H 27.1209 9.3720 9.7391
H 27.9164 7.8876 10.1588
H 29.8024 9.4822 7.4728
H 27.9987 9.4923 7.5844
H 29.0383 7.9869 7.8299
C 21.1450 12.5456 12.9060
O 20.4538 11.6855 11.9837
C 19.8480 10.5379 12.5892
C 19.2708 9.6837 11.4558
N 20.3081 9.1984 10.5166
C 19.6870 8.6524 9.2971
C 20.5366 8.8784 8.0778
O 21.0137 10.2041 8.0236
C 21.2783 10.7110 6.7226
H 21.5844 13.4230 12.4314
H 21.9971 12.0413 13.3619
H 20.5450 12.9385 13.7268
H 18.9967 10.8700 13.1834
H 20.6472 10.0704 13.1645
H 18.4600 10.2636 11.0148
H 18.7037 8.8449 11.8594
H 20.7074 8.4785 11.1019
H 18.6811 9.0372 9.1289
H 19.5180 7.5774 9.3602
H 19.9093 8.5915 7.2339
H 21.3749 8.2039 7.9030
H 22.1276 10.1884 6.2824
H 21.5996 11.7516 6.7668
H 20.4215 10.5735 6.0629
C 25.7324 13.4289 15.9380
O 25.3923 13.9326 14.6285
C 25.5883 12.9048 13.6277
C 24.9499 13.3193 12.2669
N 25.4856 14.5113 11.6145
C 26.9181 14.4616 11.2367
C 27.2986 15.8186 10.5341
O 27.0909 16.8973 11.4238
C 27.6732 18.1383 11.0635
H 25.7179 14.2446 16.6608
H 26.7954 13.2170 16.0534
H 25.1023 12.6632 16.3905
H 24.9802 12.0485 13.9192
H 26.5908 12.4907 13.5203
H 23.8966 13.5895 12.3412
H 25.0153 12.4800 11.5746
H 25.5287 15.3361 12.1959
H 26.8862 13.6889 10.4685
H 27.5582 14.0611 12.0229
H 26.7103 16.0277 9.6406
H 28.3747 15.8244 10.3607
H 28.5920 17.7981 10.5859
H 27.8793 18.6757 11.9891
H 26.9894 18.6973 10.4247
C 17.6539 10.8080 5.8766
O 17.2147 9.5331 6.0078
C 16.3000 9.3427 7.1502
C 16.0215 7.8550 7.2375
N 17.2994 7.2227 7.5523
C 17.1939 5.7685 7.3608
C 18.5004 5.0362 7.6427
O 19.3747 5.2667 6.5578
C 20.6106 4.6311 6.5396
H 18.2411 10.9377 4.9674
H 18.3843 11.0892 6.6353
H 16.8482 11.5415 5.9035
H 15.4357 9.9619 6.9104
H 16.7323 9.6623 8.0985
H 15.7625 7.4323 6.2667
H 15.2193 7.5981 7.9292
H 17.9029 7.5964 6.8338
H 16.8426 5.5427 6.3540
H 16.5100 5.2314 8.0179
H 18.2976 3.9655 7.6644
H 18.8321 5.3433 8.6346
H 20.5562 3.5512 6.6777
H 21.1884 4.7843 7.4511
H 21.1006 4.9342 5.6143
C 25.4059 7.5961 7.8466
O 25.1170 6.2293 8.1516
C 23.7489 6.1656 8.4073
C 23.4568 4.7762 8.9733
N 23.6691 3.6911 8.0036
C 23.3492 2.3826 8.5247
C 23.2086 1.2962 7.4883
O 24.4786 1.1208 6.8335
C 24.3608 0.3842 5.6262
H 25.3548 8.2101 8.7458
H 24.7947 7.9967 7.0378
H 26.4191 7.6172 7.4455
H 23.0776 6.2239 7.5506
H 23.2965 6.9090 9.0636
H 22.4424 4.8272 9.3691
H 24.0589 4.6120 9.8669
H 24.6717 3.7598 7.9026
H 22.5145 2.4140 9.2250
H 24.1222 2.1166 9.2457
H 22.3867 1.6343 6.8573
H 22.8658 0.3367 7.8754
H 23.7977 0.9436 4.8791
H 23.8280 -0.5574 5.7587
H 25.3713 0.1209 5.3136
C 18.7398 15.0771 12.0575
C 17.6303 14.2120 12.4341
C 16.2783 14.7747 11.9138
O 15.8961 15.9393 12.6011
C 14.7466 16.6234 12.0587
N 17.7825 12.8462 12.0084
H 18.7834 15.3820 11.0119
H 19.6912 14.5707 12.2201
H 18.7139 15.9851 12.6601
H 17.6209 14.1866 13.5237
H 15.5454 13.9987 12.1345
H 16.3645 14.9122 10.8360
H 14.6967 17.6535 12.4117
H 13.8506 16.1228 12.4256
H 14.7611 16.7230 10.9734
H 17.6571 12.6742 11.0211
H 18.7019 12.4516 12.1468
```

**<S²>**: 0.752
**HOMO energy (alpha / beta)**: -4.75 / -4.70 eV
**Spin multiplicity**: 2
**Largest force on an atom**: 7.1 eV/A
**Total charge**: -1
**E**: -142773.480 eV

=====

C34H42HgN4O3P2S | the ωB97M-V functional and the def2-TZVPD basis

```
87
Properties=species:S:1:pos:R:3
Hg 5.3252 -1.9737 -2.2897
C 0.3508 0.0162 2.5584
C 1.3704 0.2143 1.7144
C 2.7491 -0.3835 1.7328
C 2.8979 -1.6938 0.9399
C 2.1010 -2.8741 1.4316
C 1.4252 -2.9959 2.5782
C 1.3358 -2.0541 3.7514
C 0.1905 -1.0276 3.6268
C 3.7758 -1.1111 -3.4887
H -0.5093 0.6866 2.4629
H 1.2211 0.9310 0.8956
H 3.1557 -0.5211 2.7403
H 3.3906 0.3603 1.2372
H 2.6327 -1.5173 -0.1215
H 3.9675 -1.9718 0.9514
H 2.1479 -3.7440 0.7529
H 0.8432 -3.9162 2.7367
H 2.2768 -1.5329 3.9664
H 1.0992 -2.6706 4.6311
H -0.7519 -1.5707 3.4492
H 0.0710 -0.5368 4.6082
H 3.9726 -0.0419 -3.6419
H 2.7927 -1.2524 -3.0229
H 3.8348 -1.6538 -4.4405
P 6.3861 -4.1806 -1.9539
P 7.4128 -1.0557 -1.1025
N 5.8094 -5.5524 -1.0841
N 7.0407 -5.0262 -3.3455
N 7.3780 -1.2094 0.6403
N 8.5551 0.2872 -1.1090
C 7.9128 -3.8285 -1.0457
C 8.5221 -2.4722 -1.4545
C 4.4669 -5.8161 -0.7897
C 4.4025 -6.9561 -0.0001
C 5.7470 -7.4239 0.1941
C 6.5892 -6.5571 -0.4873
C 6.5666 -4.8699 -4.6535
C 7.4165 -5.5469 -5.5168
C 8.4419 -6.1571 -4.7225
C 8.1768 -5.8491 -3.3981
C 6.3023 -0.8699 1.4655
C 6.5882 -1.2624 2.7664
C 7.8905 -1.8541 2.7545
C 8.3558 -1.7987 1.4526
C 9.6834 0.4927 -0.2920
C 10.4548 1.5058 -0.8373
C 9.8007 1.9394 -2.0418
C 8.6519 1.1815 -2.1874
H 8.6460 -4.6303 -1.2133
H 7.6448 -3.8465 0.0206
H 9.4969 -2.3266 -0.9664
H 8.6912 -2.4312 -2.5446
H 3.7022 -5.1597 -1.1731
H 3.5105 -7.4096 0.4014
H 6.0588 -8.2854 0.7642
H 7.6643 -6.5420 -0.5767
H 5.6717 -4.2898 -4.8293
H 7.3323 -5.6057 -6.5927
H 9.2787 -6.7450 -5.0757
H 8.7044 -6.1250 -2.4940
H 5.4578 -0.3373 1.0526
H 5.9540 -1.1411 3.6338
H 8.4390 -2.2653 3.5898
H 9.2981 -2.1229 1.0365
H 9.8320 -0.0830 0.6071
H 11.3793 1.8861 -0.4272
H 10.1537 2.7112 -2.7103
H 7.8774 1.1799 -2.9380
C -7.1264 2.4512 1.1845
C -5.7104 2.4978 0.6902
C -5.4573 2.8086 -0.6523
C -4.1568 2.8444 -1.1466
C -3.0891 2.5714 -0.2833
C -3.3186 2.2957 1.0698
C -4.6282 2.2474 1.5453
S -1.3946 2.5543 -0.9274
O -1.5612 1.8724 -2.2061
O -1.0374 3.9660 -1.0089
O -0.7052 1.7954 0.1100
H -7.5990 3.4401 1.1239
H -7.7280 1.7673 0.5731
H -7.1635 2.1153 2.2240
H -6.2956 3.0225 -1.3144
H -3.9644 3.0743 -2.1906
H -2.4776 2.1151 1.7331
H -4.8168 2.0156 2.5948
```

**ΔE to the lowest compared entry with this formula, charge and spin**: 0.00 kJ/mol
**HOMO energy**: -6.77 eV
**Largest force on an atom**: 4.4 eV/A
**E**: -81625.009 eV

=====

C15H17Cl3CrN2O2 | the ωB97M-V functional and the def2-TZVPD basis

```
40
Properties=species:S:1:pos:R:3
C 2.7974 -1.0621 -0.7534
C -0.1310 -0.6748 -3.1947
H 3.4875 -0.3488 -1.2413
H 3.0668 -2.0682 -1.1360
H 3.0087 -1.0366 0.3305
H -1.0962 -0.1833 -3.3811
H 0.6221 -0.2486 -3.8907
H -0.2499 -1.7413 -3.4590
C 2.0991 1.8076 -0.0493
C 2.1338 3.1297 0.4116
C 0.9507 3.8670 0.4845
C -0.2251 3.2161 0.1349
H 2.9791 1.1874 -0.0301
H 3.0855 3.5683 0.6855
H 0.9491 4.9112 0.8012
H -1.1853 3.7221 0.1630
N 0.9763 1.2217 -0.4967
C -0.1985 1.8749 -0.2774
C -1.3833 1.0494 -0.3786
N -1.1246 -0.2469 -0.6993
C -2.1508 -1.1140 -0.6874
C -3.7350 0.5928 -0.0793
C -3.4559 -0.7447 -0.3671
H -1.9009 -2.1427 -0.9251
H -4.2254 -1.5149 -0.3568
C -2.6845 1.5051 -0.1062
H -2.8274 2.5715 0.0790
H -4.7446 0.9155 0.1557
Cr 0.8452 -0.7077 -1.4080
C 0.4361 -2.6570 -0.8532
H -0.2312 -3.1819 -1.5544
H -0.0269 -2.7264 0.1454
H 1.3770 -3.2233 -0.7899
Cl 0.1440 -0.8214 5.2104
C 0.4159 -1.7386 3.7340
Cl 1.9562 -2.5985 3.8346
Cl -0.9078 -2.8800 3.4363
C 0.3935 -0.6912 2.4362
O -0.5320 0.1363 2.4666
O 1.2923 -0.9237 1.6055
```

**<S²>**: 6.086
**ΔE to the lowest compared entry with this formula, charge and spin**: 0.00 kJ/mol
**HOMO energy (alpha / beta)**: -8.40 / -8.38 eV
**Spin multiplicity**: 5
**Largest force on an atom**: 5.0 eV/A
**E**: -88889.929 eV